1.
Entry from the OMol25 dataset: an isolated molecule of C5H15N3 in a non-equilibrium geometry (ωB97M-V/def2-TZVPD).

Results
SMILES: CN(CCN)CCN
E_LUMO (Ha): 0.04016
Energy above the lowest of the compared OMol25 structures with the same formula, charge and spin (kcal/mol): 95.5

Each line ends with the Mulliken charge.
Geometry (Å):
C1 -1.578 -0.941 -0.097  -1.040
N1 -0.393 -0.040 -0.037  0.100
C2 0.705 -0.824 -0.699  -0.464
C3 0.923 -0.750 -2.230  -0.319
N2 2.104 -1.528 -2.658  -0.529
C4 0.031 0.744 1.205  -0.413
C5 -0.713 1.965 1.611  -0.318
N3 -0.497 2.041 3.036  -0.557
H1 -1.480 -2.041 0.106  0.330
H2 -1.951 -0.768 -1.087  0.373
H3 -2.462 -0.586 0.632  0.258
H4 1.747 -0.492 -0.225  0.246
H5 0.596 -2.022 -0.530  0.169
H6 -0.071 -1.080 -2.917  0.175
H7 1.114 0.499 -2.560  0.219
H8 2.367 -1.298 -3.600  0.232
H9 2.046 -2.537 -2.528  0.197
H10 1.067 0.853 1.053  0.320
H11 0.052 0.183 2.184  0.086
H12 -0.215 2.989 1.075  0.150
H13 -1.686 2.060 1.240  0.324
H14 -0.383 1.181 3.511  0.252
H15 -1.321 2.391 3.513  0.210

2.
Entry from the OMol25 dataset: a structure of composition C5H15N3 in a non-equilibrium geometry (ωB97M-V/def2-TZVPD).

Results
E_LUMO (Ha): 0.03544
Energy above the lowest of the compared OMol25 structures with the same formula, charge and spin (kcal/mol): 87.7

Each line ends with the Mulliken charge.
Geometry (Å):
C1 -1.400 1.407 -0.929  0.317
C2 0.808 -0.442 1.598  -0.414
C3 -0.171 -1.735 -0.224  -1.077
C4 -0.746 0.971 -2.219  -1.294
C5 2.227 -0.988 1.491  -1.228
N1 0.124 -0.410 0.300  0.183
N2 -1.050 0.386 0.386  -0.598
N3 -0.955 2.567 -0.292  -0.857
H1 -1.853 -0.160 0.730  0.298
H2 -2.491 1.325 -0.946  0.307
H3 0.006 2.766 -0.564  0.277
H4 -0.861 1.721 0.711  0.422
H5 0.842 0.586 1.959  0.368
H6 0.229 -1.030 2.332  0.337
H7 -0.706 -1.643 -1.167  0.283
H8 -0.785 -2.331 0.473  0.364
H9 0.757 -2.270 -0.420  0.334
H10 -1.212 0.075 -2.633  0.295
H11 -0.850 1.781 -2.942  0.363
H12 0.315 0.784 -2.057  0.306
H13 2.745 -0.852 2.441  0.403
H14 2.780 -0.454 0.717  0.300
H15 2.245 -2.052 1.257  0.311

3.
Entry from the OMol25 dataset: a structure of composition C5H15N3 in a non-equilibrium geometry (ωB97M-V/def2-TZVPD).

Results
Total charge: +2
E_LUMO (Ha): -0.28402
Energy above the lowest of the compared OMol25 structures with the same formula, charge and spin (kcal/mol): 119.7

Each line ends with the Mulliken charge.
Geometry (Å):
C1 0.642 1.519 -0.607  -0.641
C2 -1.326 0.533 -0.507  0.412
C3 -2.597 -0.008 0.066  -1.145
C4 2.137 0.270 1.043  -0.847
C5 0.104 -2.010 -0.377  -0.851
N1 -0.646 1.596 -0.191  -0.066
N2 1.198 0.097 -0.111  -0.071
N3 0.010 -0.716 0.231  -0.326
H1 0.740 1.411 -1.798  0.342
H2 1.354 2.287 -0.164  0.399
H3 -1.221 0.286 -1.608  0.290
H4 -2.652 0.341 1.078  0.363
H5 -2.522 -1.058 -0.067  0.330
H6 -3.564 0.315 -0.369  0.366
H7 1.596 0.712 1.905  0.402
H8 2.376 -0.819 1.288  0.360
H9 2.967 0.876 0.679  0.407
H10 -0.779 -2.536 -0.090  0.351
H11 0.185 -1.863 -1.414  0.448
H12 1.043 -2.520 0.060  0.334
H13 -0.714 2.266 0.634  0.377
H14 1.581 -0.322 -0.910  0.397
H15 0.086 -0.657 1.229  0.370

4.
Entry from the OMol25 dataset: a cluster of 2 separate species, C5H15N3O in total in a non-equilibrium geometry (ωB97M-V/def2-TZVPD).

Results
Total charge: +2
E_LUMO (Ha): -0.35314
Energy above the lowest of the compared OMol25 structures with the same formula, charge and spin (kcal/mol): 101.9

Each line ends with the Mulliken charge.
Geometry (Å):
C1 1.200 -0.191 -1.035  0.192
C2 -0.773 2.125 -0.301  -1.120
C3 -1.947 -0.404 0.497  -0.977
C4 0.064 -0.830 2.069  -0.767
C5 -0.126 1.168 0.593  -0.186
N1 0.662 -1.223 -1.638  -0.008
N2 2.406 0.158 -1.295  -0.264
N3 -0.803 0.189 1.318  0.101
O1 1.570 -2.206 -2.185  -0.411
H1 -0.141 2.552 -1.113  0.380
H2 -1.645 1.694 -0.697  0.380
H3 -0.815 3.072 0.250  0.402
H4 -2.097 -1.465 0.618  0.378
H5 -2.923 0.165 0.546  0.384
H6 -1.690 -0.358 -0.606  0.359
H7 0.617 -1.616 1.543  0.362
H8 0.923 -0.201 2.435  0.362
H9 -0.495 -1.192 2.972  0.366
H10 0.750 1.508 1.165  0.514
H11 -0.226 -1.732 -1.438  0.301
H12 2.734 1.005 -0.877  0.253
H13 2.887 -0.324 -1.999  0.232
H14 -1.300 0.680 2.094  0.422
H15 1.167 -2.574 -2.916  0.346

5.
Entry from the OMol25 dataset: a cluster of 2 separate species, C5H15N3O4 in total in a non-equilibrium geometry (ωB97M-V/def2-TZVPD).

Results
SMILES: CN[C@@H](C)CO.O=C(NO)NO
E_LUMO (Ha): 0.01021

Each line ends with the Mulliken charge.
Geometry (Å):
C1 -1.425 1.585 -1.082  -0.830
N1 -2.453 0.953 -0.264  -0.382
C2 -2.149 -0.452 0.065  0.503
C3 -1.030 -0.591 1.091  -0.881
C4 -3.443 -1.128 0.501  -0.826
O1 -4.461 -0.986 -0.466  -0.544
H1 -1.676 2.660 -1.172  0.329
H2 -0.407 1.478 -0.728  0.209
H3 -1.475 1.135 -2.094  0.277
H4 -2.599 1.491 0.576  0.239
H5 -1.820 -0.892 -0.891  0.273
H6 -0.793 -1.642 1.295  0.383
H7 -0.125 -0.088 0.747  -0.010
H8 -1.309 -0.160 2.060  0.327
H9 -3.292 -2.204 0.661  0.335
H10 -3.768 -0.700 1.476  0.293
H11 -4.449 -0.045 -0.714  0.359
O2 4.564 -1.825 -0.924  -0.623
C5 3.993 -0.846 -0.450  0.502
N2 2.806 -0.358 -0.945  -0.179
O3 1.949 0.478 -0.197  -0.410
N3 4.541 -0.177 0.620  -0.158
O4 4.211 1.165 0.890  -0.531
H12 2.235 -1.053 -1.425  0.263
H13 2.494 0.847 0.535  0.432
H14 5.538 -0.328 0.769  0.291
H15 4.342 1.681 0.065  0.359

6.
Entry from the OMol25 dataset: a structure of composition C5H15N6 in a non-equilibrium geometry (ωB97M-V/def2-TZVPD).

Results
Total charge: +1
E_LUMO (Ha): -0.12889
Energy above the lowest of the compared OMol25 structures with the same formula, charge and spin (kcal/mol): 44.4

Each line ends with the Mulliken charge.
Geometry (Å):
C1 1.531 -0.104 -0.837  0.420
C2 -3.052 -0.359 0.428  -1.000
C3 1.829 -0.915 -1.968  -0.403
C4 -1.917 -0.840 -0.572  -0.294
C5 -0.961 0.312 -0.966  -0.888
N1 2.559 0.328 0.000  -0.365
N2 1.898 1.023 0.888  -0.467
N3 0.608 0.984 0.803  -0.057
N4 0.313 0.184 -0.309  0.422
N5 2.820 -1.927 -1.749  -0.580
N6 0.045 1.785 3.174  -0.696
H1 -2.708 0.522 1.134  0.168
H2 -3.846 0.286 -0.077  0.325
H3 -3.511 -1.241 0.973  0.319
H4 0.894 -1.331 -2.258  0.255
H5 2.001 -0.340 -2.860  0.330
H6 -2.346 -1.248 -1.509  0.363
H7 -1.254 -1.606 -0.126  0.313
H8 -0.793 0.302 -2.090  0.372
H9 -1.279 1.240 -0.621  0.544
H10 0.205 1.230 1.987  0.518
H11 3.328 -2.174 -2.558  0.223
H12 3.519 -1.790 -1.110  0.236
H13 0.914 1.499 3.592  0.341
H14 -0.784 1.417 3.533  0.305
H15 -0.014 2.764 3.096  0.296

no.,HOMO (eV)
1,-8.5
2,-8.2
3,-19.9
4,-18.0
5,-9.1
6,-12.7